1.
Here is the molecule C16H21ClN2O4S2 from OMol25. Energies are from ωB97M-V/def2-TZVPD.

```
46
Properties=species:S:1:pos:R:3:forces:R:3
Cl 3.877333 -1.623530 -0.557375 0.35 0.17 -0.29
S 1.435448 -0.671596 -2.082944 -0.08 -0.37 0.61
S 1.673423 -2.698224 1.712076 0.03 -0.10 0.04
O 0.463861 -3.107692 2.362903 -0.15 0.40 -0.07
O -4.379893 -0.240471 -2.596127 0.02 0.14 -0.20
O -1.731547 2.200877 -2.158775 -0.05 -0.30 -0.09
O 2.679050 -3.691805 1.453734 0.17 0.27 -0.01
N -1.286272 -0.645708 -1.866151 -0.36 0.15 -0.11
N -0.026500 -1.627127 -0.169724 -0.76 -0.20 0.38
C -3.678189 -0.153374 -1.372745 0.20 -0.09 0.20
C -2.512161 -1.143816 -1.262453 -0.44 0.09 0.05
C -0.881364 1.503745 -3.038103 0.02 -0.12 -0.10
C 1.594302 -0.251281 2.913788 -0.12 0.08 0.09
C 1.254895 -1.901025 0.154297 0.74 0.09 -0.09
C -0.129492 -1.001125 -1.300933 1.00 0.00 -0.08
C -1.324672 0.039656 -3.136447 0.16 0.57 -0.01
C 4.086586 2.053951 4.579019 -0.02 -0.02 0.06
C 3.501770 0.872278 3.869139 0.03 -0.06 -0.06
C 3.750328 -1.322167 2.901555 0.07 -0.19 -0.03
C 2.146053 0.844581 3.550769 0.00 -0.10 -0.06
C 4.295434 -0.221238 3.539644 -0.13 0.03 0.02
C 2.197639 -1.468238 -0.719427 -0.35 -0.13 0.00
C 2.404331 -1.325425 2.598189 -0.21 -0.48 -0.32
C -1.383601 3.553917 -2.018194 0.06 0.10 0.00
C -5.322174 -1.282690 -2.660203 -0.02 -0.04 0.00
H -0.663286 -0.464523 -3.851675 -0.12 -0.02 -0.10
H 0.546095 -0.294882 2.661443 -0.17 0.09 0.00
H -6.063425 -1.192354 -1.857408 0.01 -0.01 -0.02
H -2.094565 3.987417 -1.318173 0.05 0.08 -0.01
H -2.352751 0.007055 -3.497278 0.15 -0.07 -0.09
H -2.788278 -2.090290 -1.743962 -0.02 -0.02 0.14
H -5.819684 -1.186566 -3.623285 -0.04 -0.09 0.03
H 3.605796 2.975578 4.259669 0.01 0.09 0.00
H 1.522839 1.689641 3.804624 -0.07 0.08 0.02
H 5.155500 2.128705 4.396861 0.07 0.06 0.01
H 0.157528 1.565222 -2.681651 -0.11 0.09 -0.06
H -1.446788 4.081770 -2.977406 -0.01 0.01 0.03
H -2.286138 -1.348099 -0.215591 -0.11 -0.02 -0.11
H 4.346537 -2.181318 2.636755 0.12 -0.06 -0.04
H -0.366154 3.663230 -1.622951 -0.03 0.02 0.00
H -4.369566 -0.320515 -0.536906 0.04 0.00 -0.04
H 3.932799 1.950999 5.653456 0.03 0.06 0.08
H -3.291621 0.866757 -1.325869 -0.08 -0.15 0.14
H -4.854339 -2.271401 -2.595707 -0.03 0.00 0.00
H 5.347777 -0.209479 3.782723 0.11 0.00 0.02
H -0.922865 1.950579 -4.043182 0.04 -0.05 0.05
```
Positions in Å, forces in eV/Å.

As for the spin multiplicity: 1. The value obtained for the gap between HOMO and LUMO is 8.507 eV. The SMILES is COCCN(CCOC)c1nc(S(=O)(=O)c2ccc(C)cc2)c(Cl)s1. For the total energy, the calculation gives -2289.26039 a.u.

---

2.
Here is the molecule C16H21ClN4O4S from OMol25. Energies are from ωB97M-V/def2-TZVPD.

```
47
Properties=species:S:1:pos:R:3:forces:R:3
Cl -1.285610 3.376900 0.134776 -0.18 0.05 0.00
S -1.470883 -0.009765 -0.899758 -0.35 0.07 -0.03
O 4.145055 1.558139 -0.775735 0.10 0.29 -0.15
O -3.491613 -1.478907 1.816001 -0.13 -0.03 0.06
O 5.093815 -2.447701 1.129468 0.31 -0.17 0.11
O -4.203704 -0.343576 0.011850 -0.10 0.10 -0.40
N 1.162480 0.604386 -0.807470 -0.18 -0.55 0.08
N 2.900115 -2.075113 0.657203 0.07 -0.02 0.04
N 4.532883 -0.475175 0.172045 0.42 0.21 -0.03
N 0.664559 -1.403796 0.034934 0.15 -0.31 0.15
C 2.347102 0.039190 -0.373745 0.13 -0.77 0.34
C 2.469932 -3.356979 1.169218 -0.03 -0.29 0.13
C -1.510347 -2.994560 -2.162890 -0.18 -0.03 0.08
C -2.202587 -1.544928 -0.214064 -0.01 0.17 -0.06
C 4.232934 -1.723734 0.685916 -0.09 -0.05 0.01
C 0.731289 4.680610 1.379893 -0.05 -0.03 0.01
C -3.361393 -1.131175 0.673303 0.58 -0.21 0.18
C -5.356891 0.123594 0.716486 -0.43 0.05 0.38
C -2.672619 -2.483106 -1.323512 0.18 0.00 -0.11
C 3.699914 0.500195 -0.379652 -0.31 -0.25 0.07
C 1.012187 1.923006 -1.380029 -0.02 0.49 -0.08
C 0.418478 3.645391 0.355055 0.26 0.06 -0.07
C 1.994841 -1.203422 0.136753 -0.05 1.26 -0.56
C 1.315086 2.977261 -0.355630 -0.19 -0.04 -0.08
C -6.475966 -0.906510 0.688386 0.38 0.13 -0.06
C 0.198512 -0.297928 -0.528385 0.23 -0.05 -0.01
H -1.022137 -2.171769 -2.679969 0.08 0.04 -0.06
H -1.416720 -2.005848 0.387149 -0.27 0.04 0.02
H -7.356295 -0.500001 1.177535 -0.12 0.03 0.05
H -5.072107 0.347519 1.749449 -0.03 0.05 -0.19
H 3.338283 -3.849161 1.602206 -0.11 0.04 -0.04
H -5.648224 1.040800 0.201293 0.07 -0.09 0.09
H -3.390798 -1.955781 -1.955047 -0.07 -0.06 0.05
H -3.186094 -3.325364 -0.852118 -0.07 0.02 0.01
H 1.699252 -3.208610 1.924767 0.01 -0.05 -0.01
H 5.518308 -0.238219 0.208813 -0.18 -0.06 0.00
H 2.061713 -3.962380 0.359515 0.00 -0.03 0.04
H -6.726420 -1.163195 -0.338191 -0.07 -0.02 -0.08
H -1.867276 -3.703261 -2.905596 0.02 -0.07 -0.09
H 0.285881 5.633269 1.097597 -0.02 0.07 0.01
H -6.165891 -1.806546 1.213853 -0.03 -0.06 0.05
H -0.775086 -3.487322 -1.531508 0.11 -0.06 0.01
H 0.315321 4.392023 2.343990 -0.02 0.01 0.07
H 1.720105 2.015723 -2.208737 -0.18 -0.03 0.03
H 1.806214 4.802759 1.475592 0.09 0.01 0.01
H -0.012174 2.009451 -1.749256 0.18 0.02 -0.05
H 2.365922 3.156518 -0.181632 0.10 0.12 0.09
```
Positions in Å, forces in eV/Å.

As for the spin multiplicity: 1. The value obtained for the gap between HOMO and LUMO is 8.664 eV. The SMILES is CCOC(=O)[C@@H](CC)Sc1nc2c(c(=O)[nH]c(=O)n2C)n1C/C=C(/C)Cl. For the total energy, the calculation gives -2000.74332 a.u.

---

3.
Here is a structure of composition C16H21DyFN6O2S from OMol25. Energies are from ωB97M-V/def2-TZVPD.

```
48
Properties=species:S:1:pos:R:3:forces:R:3
Dy 0.075442 0.286375 0.221842 0.24 0.12 -0.23
S 0.027342 2.981075 0.339742 0.75 -0.05 0.19
F 4.797842 -3.996325 1.775242 -0.12 0.15 -0.03
O -0.816858 -1.592725 -1.284458 0.21 0.51 0.02
O 0.641442 0.723475 -2.192658 -0.04 -0.40 0.29
N -0.055458 0.682675 2.636742 0.10 -0.08 0.72
N -1.110858 0.619175 4.542042 -0.10 0.02 0.59
N -1.262458 0.197875 2.389242 0.17 0.02 0.04
N -0.008158 0.905575 3.920842 -0.66 -0.21 -1.40
N 1.122842 1.281875 4.514942 1.37 0.15 0.60
N -1.925258 1.413075 -0.533058 -0.72 0.92 -0.27
C -3.145558 1.204375 -1.052958 -0.18 -0.16 -0.05
C -0.709358 -1.240225 -2.670258 0.26 0.62 -0.32
C -0.566258 -2.979725 -1.043558 0.06 -0.30 0.26
C 3.855142 -3.074225 1.502642 -0.05 0.10 -0.09
C -1.886858 0.175075 3.562542 -0.06 -0.09 -0.12
C 1.646442 -2.235925 1.775542 -0.28 0.40 -0.15
C -2.329358 3.783375 -0.758758 0.06 -0.22 -0.03
C -3.566158 3.539175 -1.302958 0.06 -0.29 0.06
C 0.743442 1.903075 -2.995458 0.02 0.48 0.08
C 4.146942 -2.031225 0.645842 0.18 -0.09 -0.01
C -3.996958 2.216675 -1.440858 0.10 -0.01 0.05
C -1.525458 2.702375 -0.366158 -0.33 -0.34 -0.23
C 2.606342 -3.189025 2.078742 0.05 -0.06 0.06
C 3.162442 -1.099025 0.355742 -0.54 0.25 -0.04
C 1.858042 -1.146925 0.896942 0.41 -0.62 -0.02
C 0.606042 -0.496325 -2.944258 -0.24 -0.60 0.20
H -3.437358 0.161775 -1.146558 -0.02 0.08 -0.03
H 0.694542 -0.287525 -4.012758 0.03 -0.02 0.08
H -1.940258 4.780275 -0.628158 -0.02 0.10 0.02
H -4.976558 1.997575 -1.834658 -0.02 -0.12 -0.05
H -1.551858 -0.577825 -2.900258 0.09 -0.13 0.01
H 1.458942 -1.107925 -2.616258 -0.13 0.08 -0.17
H 0.678942 -2.360225 2.267342 0.03 0.02 -0.05
H 1.018942 1.700975 5.428742 -0.32 0.04 -0.19
H 1.775642 1.719475 3.877242 -0.20 0.03 0.07
H -1.336858 -3.589525 -1.522058 0.02 0.11 0.02
H -0.597758 -3.126325 0.034342 0.01 -0.04 -0.06
H 5.128042 -1.956025 0.205642 0.17 -0.03 -0.02
H -0.132658 2.010475 -3.642458 0.04 -0.08 0.08
H -2.884158 -0.171625 3.724142 -0.28 -0.06 -0.01
H 0.420142 -3.274825 -1.406958 0.01 0.07 0.01
H 2.395442 -4.006725 2.750942 0.02 -0.09 0.07
H 0.796142 2.744775 -2.302258 -0.05 -0.12 -0.13
H 3.425642 -0.292825 -0.330558 0.05 -0.09 0.04
H -4.198858 4.353775 -1.617758 -0.08 0.11 -0.02
H -0.773358 -2.133425 -3.298758 -0.01 0.07 0.11
H 1.652542 1.882075 -3.602158 -0.07 -0.13 0.06
```
Positions in Å, forces in eV/Å.

As for the spin multiplicity: 6. Its net charge is +1. The value obtained for the gap between HOMO and LUMO (spin up / spin down) is 8.471 / 8.517 eV. For the total energy, the calculation gives -2484.16065 a.u.

---

4.
Here is a cluster of 3 separate species, C16H21F4N2O4P in total from OMol25. Energies are from ωB97M-V/def2-TZVPD.

```
48
Properties=species:S:1:pos:R:3:forces:R:3
P -0.793531 1.710551 -0.147803 -0.06 -0.26 0.30
F -1.158301 -1.852000 -2.792276 -0.02 0.06 0.26
F 1.365737 2.402717 -3.896655 -0.22 0.42 -0.33
F 3.133806 1.242611 -3.548304 0.61 -0.15 -0.14
F 1.226428 0.486192 -2.950900 -0.38 -0.44 0.20
O -0.267493 2.503022 -1.425971 0.13 0.16 0.21
O -1.449653 2.829667 0.776858 0.23 -0.01 0.03
O 0.200717 0.892786 0.553719 -0.28 0.32 -0.21
O -2.066612 0.975910 -0.725875 0.16 0.08 -0.23
N 4.573260 0.817427 0.043053 0.04 0.01 0.00
N -5.308402 -2.362869 1.150314 0.00 0.01 0.00
C -5.589849 -2.869040 3.874341 0.00 0.00 0.00
C 5.625851 0.885843 -0.769276 -0.03 0.00 -0.01
C 1.961951 1.594796 -3.009429 0.07 0.15 0.14
C 7.151428 0.342997 0.976446 0.00 0.00 0.00
C -2.207207 -2.074687 -0.665896 0.00 -0.04 -0.11
C 4.799795 0.511389 1.318647 -0.04 0.00 -0.01
C -5.875805 -1.616880 3.354743 0.01 -0.02 0.01
C 6.064663 0.267878 1.832877 0.02 0.00 -0.02
C -1.947866 0.128147 -1.882908 -0.18 -0.31 -0.19
C -5.160176 -3.864084 3.011093 0.00 0.02 0.02
C 1.003334 3.175177 -1.291653 0.18 0.08 -0.32
C 2.155354 2.259408 -1.672792 -0.14 0.18 0.39
C -5.719968 -1.416754 1.991106 0.01 0.00 -0.03
C 6.929296 0.657574 -0.354778 0.00 -0.01 0.03
C -1.324072 -1.217458 -1.542446 0.00 -0.15 -0.12
C -5.035290 -3.560083 1.663705 0.01 0.01 -0.03
H 2.298111 1.502173 -0.901587 0.08 -0.07 -0.17
H -1.382193 0.609236 -2.681827 0.08 0.10 0.18
H -2.965331 -0.038585 -2.243731 0.05 0.07 0.11
H -4.924471 -4.856169 3.370981 0.00 -0.01 -0.01
H -5.933530 -0.449910 1.548457 0.00 0.01 0.02
H -1.654245 -2.931067 -0.278670 -0.06 0.01 -0.03
H 3.922899 0.456883 1.954549 0.01 0.00 0.01
H -2.598581 -1.497956 0.173275 0.09 0.00 -0.01
H 7.746215 0.724014 -1.060056 0.00 0.00 -0.01
H -1.732296 3.601564 0.272009 -0.15 -0.09 0.03
H -6.211495 -0.808907 3.990160 0.00 0.01 -0.01
H 5.411436 1.132228 -1.804456 0.02 -0.01 0.00
H -4.697931 -4.312055 0.958376 0.00 -0.01 0.02
H -5.698589 -3.065569 4.933144 0.00 0.00 0.00
H 1.144151 3.540624 -0.272041 -0.02 -0.09 0.01
H 0.957549 4.040420 -1.954511 -0.09 -0.12 0.00
H 6.190339 0.024014 2.878765 -0.01 0.00 0.00
H 8.154109 0.157760 1.339562 0.00 0.00 0.00
H -0.325858 -1.102919 -1.113470 -0.07 0.14 -0.04
H 3.070417 2.853559 -1.725695 -0.05 -0.04 0.01
H -3.058104 -2.429575 -1.253177 0.03 0.03 0.08
```
Positions in Å, forces in eV/Å.

As for the spin multiplicity: 1. The value obtained for the gap between HOMO and LUMO is 10.307 eV. The SMILES is C[C@@H](F)CO[P@](=O)(O)OCCC(F)(F)F.c1ccncc1.c1ccncc1. For the total energy, the calculation gives -1773.71283 a.u.